Entry 1:
{
  "formula": "C31H30F5NO6PRuS3",
  "method": "ωB97M-V/def2-TZVPD",
  "charge": 0,
  "multiplicity": 6,
  "s_squared": 8.761,
  "homo_lumo_gap_ev": [7.98, 6.47],
  "homo_ev": [-7.902, -7.846],
  "de_lowest_kj_mol": 20.6,
  "fmax_ha_per_bohr": 0.0323,
  "elements": ["Ru", "O", "C", "O", "C", "P", "C", "C", "C", "C", "C", "C", "C", "C", "C", "C", "C", "C", "H", "H", "H", "H", "H", "H", "H", "H", "H", "H", "H", "H", "F", "C", "C", "F", "C", "F", "C", "S", "C", "F", "C", "F", "C", "C", "C", "C", "N", "C", "C", "H", "H", "H", "H", "H", "H", "H", "C", "S", "O", "O", "O", "H", "H", "H", "O", "S", "C", "C", "C", "C", "H", "H", "H", "H", "H", "H", "H", "H"],
  "xyz": [[0.606, 0.942, 0.771], [-0.847, -0.568, 4.509], [-0.899, -0.096, 3.386], [0.078, -0.066, 2.571], [-2.170, 0.578, 2.875], [-2.046, 0.346, 1.051], [-3.649, 0.940, 0.358], [-3.670, 2.151, -0.325], [-4.859, 2.643, -0.831], [-6.035, 1.935, -0.660], [-6.026, 0.718, -0.011], [-4.829, 0.196, 0.487], [-2.202, -1.482, 0.873], [-2.274, -2.411, 1.895], [-2.320, -3.772, 1.604], [-2.365, -4.216, 0.297], [-2.333, -3.283, -0.742], [-2.217, -1.945, -0.436], [-2.103, 1.635, 3.067], [-3.067, 0.163, 3.344], [-2.774, 2.744, -0.420], [-4.873, 3.595, -1.333], [-6.953, 2.307, -1.050], [-6.953, 0.165, 0.061], [-4.823, -0.775, 0.949], [-2.273, -2.105, 2.924], [-2.389, -4.481, 2.421], [-2.408, -5.280, 0.082], [-2.361, -3.615, -1.773], [-2.148, -1.238, -1.260], [7.619, 1.250, 0.674], [6.352, 1.483, 1.021], [5.353, 0.953, 0.244], [5.607, 0.192, -0.834], [4.056, 1.225, 0.627], [3.060, 0.675, -0.120], [3.705, 1.905, 1.763], [2.119, 1.942, 2.441], [4.747, 2.452, 2.489], [4.498, 3.151, 3.591], [6.053, 2.253, 2.145], [7.056, 2.724, 2.897], [0.433, 1.015, -5.927], [0.391, 0.883, -4.439], [1.368, 0.161, -3.763], [1.289, 0.038, -2.389], [0.334, 0.632, -1.647], [-0.566, 1.348, -2.310], [-0.595, 1.511, -3.685], [1.177, 0.329, -6.312], [0.714, 2.030, -6.197], [-0.547, 0.783, -6.346], [2.161, -0.357, -4.288], [1.981, -0.540, -1.823], [-1.300, 1.851, -1.693], [-1.348, 2.108, -4.192], [0.592, 5.228, 0.987], [-0.195, 3.874, 0.143], [-1.112, 4.391, -0.857], [0.897, 3.033, -0.413], [-0.831, 3.049, 1.206], [0.910, 5.979, 0.270], [1.441, 4.813, 1.568], [-0.142, 5.655, 1.666], [1.006, -1.282, 0.315], [2.189, -2.282, 0.302], [2.031, -3.260, 1.819], [2.166, -4.712, 1.408], [1.269, -4.809, 0.186], [1.604, -3.639, -0.721], [1.021, -3.002, 2.166], [2.768, -2.918, 2.548], [1.797, -5.380, 2.181], [3.230, -4.947, 1.206], [0.230, -4.727, 0.482], [1.396, -5.739, -0.350], [0.785, -3.187, -1.297], [2.414, -3.859, -1.424]],
  "forces_ev_per_a": [[-0.4, 0.2, -0.4], [-0.2, -0.2, -0.1], [-0.6, 0.5, 1.5], [0.9, -0.3, -0.5], [0.1, -0.6, -0.7], [-0.7, -0.5, 0.2], [0.2, -0.5, 0.0], [0.0, 0.1, 0.2], [-0.1, 0.1, 0.1], [0.4, -0.1, 0.0], [0.4, -0.5, 0.1], [-0.2, 0.6, -0.3], [0.0, 0.5, -0.3], [0.1, -0.2, 0.0], [-0.3, 0.0, 0.3], [0.0, 0.0, -0.3], [0.2, -0.5, 0.2], [-0.1, 0.3, -0.7], [0.0, 0.5, 0.1], [0.1, 0.1, -0.2], [0.1, 0.1, 0.0], [0.0, 0.2, -0.1], [-0.6, 0.3, -0.2], [0.0, -0.1, 0.2], [0.0, -0.2, 0.2], [0.0, 0.1, 0.3], [0.1, 0.0, 0.0], [-0.1, 0.1, 0.0], [0.0, 0.1, 0.0], [0.0, 0.0, 0.1], [0.2, 0.1, 0.1], [0.6, 0.0, 0.0], [-0.4, 0.0, -0.2], [0.0, 0.3, 0.4], [-0.4, -0.7, -0.7], [0.2, 0.0, 0.0], [-0.2, 0.2, 0.2], [-0.5, 0.0, 0.0], [0.2, 0.3, 0.4], [-0.1, 0.1, 0.3], [0.8, -0.4, -0.4], [-0.2, 0.0, -0.2], [-0.1, -0.1, 0.3], [0.1, 0.2, 0.1], [-0.2, -0.3, 0.3], [-0.7, 0.5, 0.2], [0.6, -0.3, -0.5], [-0.7, 0.6, 0.2], [0.4, -0.4, -0.1], [0.0, -0.1, -0.3], [0.0, 0.1, -0.1], [0.1, 0.1, -0.1], [0.0, 0.1, -0.1], [0.5, -0.3, 0.1], [0.0, 0.0, -0.1], [0.0, 0.0, 0.3], [0.2, -0.3, 0.3], [0.0, -0.4, 0.2], [0.4, -0.1, 0.5], [0.0, 0.1, -0.1], [0.0, 0.2, -0.2], [0.1, -0.1, -0.1], [-0.5, 0.2, -0.4], [0.0, 0.0, 0.0], [1.0, -0.8, -0.1], [-0.9, 1.2, 0.4], [0.0, 0.4, 0.5], [0.2, 0.1, -0.1], [0.1, -0.1, -0.5], [0.2, 0.2, -0.8], [0.2, -0.1, 0.0], [-0.1, 0.0, -0.1], [0.2, 0.0, 0.2], [-0.6, 0.0, -0.1], [-0.2, 0.0, 0.2], [0.0, -0.3, -0.1], [0.0, -0.3, 0.2], [-0.1, -0.1, 0.1]],
  "lowdin_charge": [1.35, 0.05, -0.76, -0.30, -0.21, 1.06, -0.33, -0.10, -0.07, -0.09, -0.08, -0.07, -0.36, -0.06, -0.08, -0.11, -0.08, -0.12, 0.08, 0.10, 0.06, 0.11, 0.10, 0.10, 0.10, 0.10, 0.11, 0.11, 0.11, 0.11, 0.12, -0.14, -0.14, 0.11, -0.22, -0.02, -0.53, 0.75, -0.26, 0.10, -0.13, 0.12, -0.04, -0.26, -0.01, -0.12, -0.02, -0.14, 0.01, 0.07, 0.09, 0.09, 0.11, 0.06, 0.08, 0.13, -0.14, 0.40, -0.33, -0.46, -0.46, 0.07, 0.05, 0.07, -0.65, 1.01, -0.30, -0.22, -0.22, -0.31, 0.11, 0.10, 0.12, 0.13, 0.09, 0.12, 0.09, 0.09]
}

=====

Entry 2:
{
  "formula": "C39H36Cl2KN4O3Se2Si",
  "method": "ωB97M-V/def2-TZVPD",
  "charge": -1,
  "homo_lumo_gap_ev": 6.13,
  "homo_ev": -4.147,
  "de_lowest_kj_mol": 0.0,
  "fmax_ha_per_bohr": 0.0208,
  "elements": ["K", "Se", "Se", "C", "C", "C", "C", "C", "N", "C", "C", "C", "C", "C", "N", "H", "H", "H", "H", "H", "H", "H", "H", "C", "Si", "C", "C", "N", "C", "C", "C", "C", "C", "C", "O", "C", "C", "C", "C", "C", "C", "H", "H", "H", "H", "H", "H", "H", "H", "H", "H", "H", "H", "H", "H", "H", "H", "H", "H", "Cl", "C", "C", "C", "C", "C", "Cl", "C", "N", "C", "C", "C", "C", "C", "C", "C", "C", "O", "O", "H", "H", "H", "H", "H", "H", "H", "H", "H", "H"],
  "xyz": [[0.817, 0.549, 0.613], [-4.022, -2.762, 0.436], [-2.430, -2.403, -1.200], [-2.600, -0.487, -1.407], [-3.768, 0.032, -1.953], [-3.848, 1.398, -2.155], [-2.756, 2.182, -1.822], [-1.631, 1.567, -1.301], [-1.549, 0.250, -1.087], [-2.945, -2.727, 2.045], [-3.572, -3.158, 3.213], [-2.840, -3.105, 4.385], [-1.528, -2.649, 4.343], [-1.000, -2.259, 3.124], [-1.709, -2.290, 1.987], [-4.580, -0.630, -2.222], [-4.741, 1.837, -2.583], [-2.756, 3.253, -1.972], [-0.742, 2.146, -1.079], [-4.591, -3.524, 3.200], [-3.286, -3.418, 5.321], [-0.920, -2.584, 5.235], [0.016, -1.881, 3.031], [4.748, -0.745, 2.241], [3.121, -1.648, 2.552], [3.351, -2.727, 4.090], [2.855, -2.832, 1.114], [1.756, -0.646, 2.639], [1.451, 0.266, 3.580], [2.317, 0.659, 4.642], [1.963, 1.537, 5.648], [0.698, 2.110, 5.682], [-0.184, 1.793, 4.655], [0.189, 0.945, 3.630], [-0.745, 0.625, 2.620], [-1.689, 1.539, 2.241], [-2.968, 1.055, 1.994], [-3.948, 1.926, 1.546], [-3.659, 3.271, 1.349], [-2.373, 3.737, 1.582], [-1.378, 2.877, 2.026], [5.533, -1.457, 1.967], [5.093, -0.194, 3.119], [4.648, -0.027, 1.422], [4.278, -3.303, 4.018], [2.522, -3.437, 4.171], [3.383, -2.148, 5.015], [3.440, -3.747, 1.243], [3.138, -2.397, 0.152], [1.799, -3.111, 1.058], [3.313, 0.230, 4.653], [2.689, 1.772, 6.418], [0.401, 2.785, 6.473], [-1.180, 2.219, 4.642], [-3.163, 0.001, 2.142], [-4.943, 1.548, 1.346], [-4.429, 3.947, 0.999], [-2.134, 4.781, 1.416], [-0.377, 3.239, 2.228], [-0.901, -2.223, -4.400], [-1.411, -0.616, -4.795], [-2.576, -0.448, -5.523], [-3.005, 0.831, -5.839], [-2.268, 1.930, -5.434], [-1.097, 1.740, -4.718], [-0.177, 3.127, -4.237], [-0.630, 0.465, -4.365], [0.531, 0.260, -3.620], [1.731, -0.103, -4.243], [1.822, -0.284, -5.623], [3.024, -0.649, -6.213], [4.154, -0.829, -5.438], [4.062, -0.654, -4.062], [2.873, -0.306, -3.440], [2.816, -0.177, -1.938], [2.631, 1.288, -1.449], [3.635, 1.922, -1.137], [1.418, 1.681, -1.369], [-3.138, -1.320, -5.825], [-3.920, 0.969, -6.400], [-2.584, 2.937, -5.669], [0.664, 0.857, -2.790], [0.948, -0.127, -6.243], [3.068, -0.779, -7.287], [5.097, -1.109, -5.890], [4.937, -0.801, -3.440], [3.754, -0.545, -1.523], [2.004, -0.812, -1.560]],
  "forces_ev_per_a": [[-0.4, -0.4, 0.1], [0.1, 0.0, -0.1], [0.0, 0.0, 0.1], [0.0, -0.1, -0.1], [0.0, 0.0, 0.0], [0.0, 0.0, 0.0], [0.0, 0.0, 0.0], [-0.1, 0.0, 0.0], [0.0, 0.1, 0.0], [-0.1, 0.0, 0.1], [0.0, 0.0, 0.0], [0.0, 0.0, 0.0], [0.0, 0.0, 0.0], [0.0, 0.0, -0.1], [0.1, 0.0, 0.0], [0.0, 0.0, 0.0], [0.0, 0.0, 0.0], [0.0, 0.0, 0.0], [0.0, 0.0, 0.0], [0.0, 0.0, 0.0], [0.0, 0.0, 0.0], [0.0, 0.0, 0.0], [0.0, 0.0, 0.0], [0.0, 0.0, 0.0], [0.0, 0.1, 0.1], [0.0, -0.1, -0.1], [0.0, 0.0, 0.0], [0.0, 0.0, 0.3], [0.0, 0.1, 0.3], [0.0, 0.0, 0.0], [0.0, 0.0, 0.0], [0.0, 0.0, 0.0], [0.0, 0.0, 0.0], [0.0, -0.1, 0.0], [0.0, -0.1, 0.4], [0.1, -0.1, 0.1], [0.0, 0.1, 0.0], [0.0, 0.0, 0.0], [0.0, 0.0, 0.0], [0.0, 0.0, 0.0], [-0.1, 0.1, 0.0], [0.0, 0.0, 0.0], [0.0, 0.0, 0.0], [0.0, 0.0, 0.0], [0.0, 0.0, 0.0], [0.0, 0.0, 0.0], [0.0, 0.0, 0.0], [0.0, 0.0, 0.0], [0.0, 0.0, 0.0], [0.0, 0.0, 0.0], [0.0, 0.0, 0.0], [0.0, 0.0, 0.0], [0.0, 0.0, 0.0], [0.0, 0.0, 0.0], [0.0, 0.0, 0.0], [0.0, 0.0, 0.0], [0.0, 0.0, 0.0], [0.0, 0.0, 0.0], [0.0, 0.0, 0.0], [0.0, 0.0, 0.0], [0.1, 0.0, 0.0], [0.0, 0.0, 0.0], [0.0, 0.0, 0.0], [0.0, 0.0, 0.0], [0.1, -0.1, 0.1], [0.0, 0.0, 0.0], [-0.1, 0.1, -0.1], [0.1, 0.1, 0.0], [0.1, -0.1, 0.0], [0.0, 0.0, 0.1], [0.0, 0.0, 0.0], [0.0, 0.0, 0.0], [0.0, 0.0, 0.0], [-0.1, 0.0, 0.0], [0.1, 0.0, -0.1], [0.1, 0.0, -0.1], [0.1, 0.0, 0.0], [0.2, 0.4, -0.9], [0.0, 0.0, 0.0], [0.0, 0.0, 0.0], [0.0, 0.0, 0.0], [0.0, 0.0, 0.0], [0.0, 0.0, 0.0], [0.0, 0.0, 0.0], [0.0, 0.0, 0.0], [0.0, 0.0, 0.0], [0.0, 0.0, 0.0], [0.0, 0.1, -0.1]],
  "lowdin_charge": [0.85, 0.62, 0.63, -0.66, -0.12, -0.06, -0.07, -0.16, 0.05, -0.69, -0.13, -0.08, -0.05, -0.11, 0.05, 0.10, 0.11, 0.11, 0.09, 0.09, 0.10, 0.11, 0.08, -0.17, 0.34, -0.18, -0.17, -0.18, -0.35, -0.05, -0.12, -0.13, -0.05, -0.21, -0.11, -0.31, 0.01, -0.08, -0.11, -0.08, -0.02, 0.02, 0.01, 0.02, 0.02, 0.02, 0.01, 0.02, 0.01, 0.02, 0.08, 0.09, 0.08, 0.12, 0.10, 0.11, 0.10, 0.10, 0.13, 0.72, -0.59, -0.11, -0.09, -0.12, -0.58, 0.74, -0.33, 0.07, -0.20, -0.04, -0.11, -0.11, -0.04, -0.14, -0.07, -0.71, 0.02, -0.25, 0.10, 0.10, 0.10, 0.08, 0.11, 0.09, 0.09, 0.11, 0.11, 0.11]
}

=====

Entry 3:
{
  "formula": "C2H9N4O",
  "method": "ωB97M-V/def2-TZVPD",
  "charge": 1,
  "smiles": "CON/C(N)=N\\[NH3+]",
  "homo_lumo_gap_ev": 10.09,
  "homo_ev": -13.866,
  "de_lowest_kj_mol": 543.9,
  "fmax_ha_per_bohr": 0.1256,
  "elements": ["C", "C", "N", "N", "N", "N", "O", "H", "H", "H", "H", "H", "H", "H", "H", "H"],
  "xyz": [[0.694, -0.085, -0.395], [-2.465, 0.084, -0.408], [1.840, 0.282, 0.078], [0.455, 0.101, -1.677], [-0.319, -0.615, 0.364], [2.089, 0.380, 1.442], [-1.514, -0.974, -0.320], [-1.869, 1.107, -0.366], [-3.138, 0.155, 0.465], [-3.081, -0.129, -1.320], [1.059, 0.525, -2.250], [-0.350, -0.511, -2.074], [-0.065, -1.434, 1.063], [2.190, -0.611, 1.931], [3.036, 0.913, 1.462], [1.437, 0.812, 2.006]],
  "forces_ev_per_a": [[-0.3, -0.4, 0.5], [0.5, 2.5, 0.6], [1.0, 0.7, -1.3], [-5.3, -3.7, 0.8], [-0.8, -2.0, 2.3], [3.6, -3.3, 0.2], [1.1, -0.6, 0.0], [-1.4, -1.9, -0.8], [0.3, -0.5, -0.2], [0.8, 0.5, 0.7], [2.8, 1.8, -2.4], [2.1, 1.7, 0.8], [-0.7, 2.3, -2.1], [0.4, 2.2, -1.1], [-1.9, -1.3, 0.5], [-2.2, 1.9, 1.4]],
  "lowdin_charge": [-0.49, -0.08, 0.02, 0.22, 0.04, 0.12, -0.19, 0.13, 0.09, 0.11, 0.08, 0.18, 0.21, 0.22, 0.22, 0.12]
}